C41H69N3OPtSSb2 as an isolated structure. Source: OMol25; level of theory: ωB97M-V with the def2-TZVPD basis set.

Structure (XYZ):
```
118
Properties=species:S:1:pos:R:3
Pt -0.5196 0.9937 0.5292
O -1.5577 2.3287 2.1142
N -2.3312 1.7839 3.0191
C -2.9757 2.6017 3.8950
C -3.6754 2.0932 4.9511
C -3.7454 0.7088 5.1382
C -3.1038 -0.1142 4.2264
C -2.4057 0.4252 3.1610
S -1.5594 -0.5847 2.0390
H -2.8571 3.6546 3.6925
H -4.1594 2.7680 5.6380
H -4.2842 0.2905 5.9705
H -3.1054 -1.1868 4.3344
C 3.2487 1.6634 -4.2121
C 3.1938 1.6000 -2.6833
C 2.9183 0.2021 -2.1858
C 3.9439 -0.7178 -2.3260
C 3.8274 -2.0209 -1.8735
C 2.6646 -2.4136 -1.2227
C 1.6243 -1.5307 -1.0189
C 0.3544 -1.9701 -0.3480
C 0.0041 -3.4442 -0.4978
C 1.7225 -0.1932 -1.5157
N 0.6433 0.6283 -1.3358
C 0.2276 1.4592 -2.3258
C -0.9231 2.2277 -2.1533
C -1.6138 3.0924 -3.0506
C -2.7189 3.5569 -2.3662
C -2.6852 2.9753 -1.0841
N -1.6143 2.1838 -0.9656
H 3.4774 2.6769 -4.5298
H 2.3010 1.3689 -4.6579
H 4.0181 0.9985 -4.5949
H 2.4527 2.3114 -2.3164
H 4.1711 1.9069 -2.2994
H 4.8643 -0.3991 -2.7949
H 4.6319 -2.7248 -2.0174
H 2.5777 -3.4337 -0.8859
H -0.4733 -1.3780 -0.7643
H 0.4099 -1.7305 0.7209
H 0.0250 -3.7416 -1.5448
H -0.9982 -3.6087 -0.1077
H 0.6869 -4.0753 0.0617
H 0.7064 1.4304 -3.2944
H -1.3062 3.3322 -4.0492
H -3.4719 4.2287 -2.7274
H -3.3876 3.1021 -0.2816
C 2.4386 1.0372 5.8795
C 1.2730 0.8476 4.9233
C 0.4019 2.0930 4.9440
C 0.4804 -0.3897 5.3117
Sb 1.8677 0.5386 2.7041
C 3.5251 -1.0951 2.7241
C 4.2321 -1.0926 4.0607
C 2.8086 -2.4135 2.4933
C 4.5057 -0.8074 1.6069
C 2.6933 2.5529 1.9698
C 3.4085 2.3033 0.6584
C 3.6169 3.1368 3.0168
C 1.4898 3.4370 1.7075
H 2.0505 1.4489 6.8125
H 3.1819 1.7301 5.4945
H 2.9276 0.0999 6.1206
H -0.2223 2.0932 5.8372
H -0.2447 2.1331 4.0770
H 1.0083 2.9957 4.9589
H 0.0966 -0.2797 6.3253
H 1.1083 -1.2784 5.2868
H -0.3694 -0.5520 4.6539
H 3.5773 -1.4436 4.8528
H 4.6160 -0.1077 4.3126
H 5.0817 -1.7746 4.0146
H 1.9595 -2.5373 3.1660
H 3.4949 -3.2406 2.6738
H 2.4637 -2.4826 1.4664
H 5.1042 0.0712 1.8352
H 4.0031 -0.6708 0.6518
H 5.1939 -1.6465 1.5008
H 4.3460 1.7728 0.7898
H 3.6355 3.2558 0.1788
H 2.7697 1.7348 -0.0148
H 4.4495 2.4650 3.2253
H 3.0824 3.3411 3.9422
H 4.0316 4.0794 2.6574
H 0.7753 2.9395 1.0264
H 1.8083 4.3616 1.2244
H 0.9613 3.6999 2.6197
C -4.2474 -3.5097 -4.7984
C -3.8318 -3.5168 -3.3459
C -3.0140 -4.7497 -3.0232
Sb -2.6818 -1.7070 -2.6573
C -4.2963 -0.1857 -2.3365
C -5.3785 -0.2415 -3.3929
C -4.8623 -0.3622 -0.9410
C -1.5265 -0.8575 -4.3915
C -2.2917 -0.7917 -5.6928
C -0.2400 -1.6480 -4.5275
H -4.9332 -4.3394 -4.9729
H -3.3885 -3.6596 -5.4474
H -4.7566 -2.5938 -5.0834
H -4.7154 -3.4825 -2.7068
H -2.1093 -4.7797 -3.6273
H -3.5934 -5.6442 -3.2480
H -2.7329 -4.7805 -1.9719
H -3.7652 0.7648 -2.3967
H -5.9000 -1.1962 -3.3796
H -4.9750 -0.0673 -4.3879
H -6.1129 0.5398 -3.1952
H -5.3751 -1.3180 -0.8408
H -5.5849 0.4272 -0.7383
H -4.0764 -0.3048 -0.1882
H -1.3169 0.1548 -4.0434
H -2.4932 -1.7829 -6.0854
H -1.6973 -0.2595 -6.4368
H -3.2293 -0.2533 -5.5823
H -0.4451 -2.6756 -4.8272
H 0.3139 -1.6619 -3.5897
H 0.3985 -1.2040 -5.2907
```

## Properties
Net charge: +1
Total energy in Ha: -2840.78818
Relative energy (zero: lowest compared OMol25 entry of this formula, charge and spin) in kcal per mole: 50.0
Highest occupied orbital energy (alpha / beta) in Eh: -0.341 / -0.341
LUMO energy (alpha / beta) in eV: -4.08 / -4.94
Spin multiplicity: 2
Kohn-Sham gap (alpha / beta) in eV: 5.21 / 4.35

Here are the Mulliken charges for atoms 1 to 6, given in e: 3.781, -0.739, 0.338, -0.297, -0.811, -0.500



A 9-piece molecular cluster, C41H70BBr18F2N2O8PS overall. Source: OMol25; level of theory: ωB97M-V with the def2-TZVPD basis set.

Structure (XYZ):
```
144
Properties=species:S:1:pos:R:3
C 6.8033 5.2397 2.9109
C 6.3792 3.8019 2.3903
C 4.9036 3.9521 1.7795
C 4.9969 4.5065 0.2978
O 3.7591 4.4486 -0.4354
C 3.4943 3.2294 -1.0064
C 2.6057 3.2011 -2.0650
B 1.8695 4.4838 -2.6800
O 1.1480 4.3363 -3.9216
N 1.8154 5.8301 -2.0646
C 0.9665 5.6612 -0.8414
C 1.1905 6.8381 -2.9465
C 2.2196 1.8162 -2.7241
O 2.1732 1.6211 -3.9050
C 1.9789 0.6748 -1.6526
C 2.9673 0.6992 -0.5359
C 2.8401 -0.3534 0.5417
F 3.7209 -0.3053 1.5930
C 1.7576 -1.3547 0.4421
O 1.7066 -2.2670 1.5103
C 0.5918 -1.9819 2.3915
C 0.0441 -0.5047 2.3578
N -0.8780 -0.3841 3.5351
C -0.9258 0.9926 4.0557
C -2.2296 1.1302 4.9792
C -2.3562 -0.2119 5.8212
O -2.1290 2.2132 5.9089
C 0.7949 -1.3906 -0.6695
C -0.3148 -2.5097 -0.7313
C 0.2701 -3.9486 -0.3502
F -0.2520 -4.9602 -1.1814
C 0.8945 -0.3222 -1.7366
P -0.3221 -0.2132 -3.1583
O -0.6035 1.3906 -3.5765
O -1.8628 -0.7644 -2.7024
S 0.4107 -1.1386 -4.6860
C 4.0530 1.8490 -0.5341
O 5.1911 1.5899 -0.2407
H 6.0388 5.5330 3.6800
H 7.8111 5.2049 3.4100
H 6.7741 5.9972 2.0756
H 6.2579 3.0713 3.2421
H 7.0809 3.3943 1.6115
H 4.4387 2.9345 1.8472
H 4.2668 4.6351 2.4161
H 5.2501 5.6029 0.4079
H 5.8695 4.0692 -0.2695
H 0.2181 4.2530 -3.6235
H 1.2018 4.7053 -0.2943
H -0.1342 5.6304 -1.1098
H 1.1919 6.4953 -0.1242
H 1.5980 6.8455 -3.9907
H 0.0582 6.8046 -2.9390
H 1.4503 7.8556 -2.5148
H -0.2997 -2.6541 2.1940
H 0.9053 -2.1817 3.4535
H 0.8235 0.2925 2.4472
H -0.6030 -0.3320 1.4498
H -1.8184 -0.6376 3.2075
H -0.9615 1.7790 3.2338
H -0.0620 1.2492 4.7366
H -3.1081 1.2403 4.2767
H -1.3108 -0.5281 6.0730
H -3.0150 -0.0838 6.7272
H -2.8034 -0.9927 5.1375
H -1.6442 2.9657 5.5307
H -0.5489 -2.6057 -1.8324
H -1.2066 -2.2297 -0.1156
H 1.3956 -3.9112 -0.3760
H -0.0925 -4.1482 0.7005
H -1.3019 1.4244 -4.2563
H -1.9762 -1.5939 -3.2210
Br -7.6336 -1.4451 6.8418
C -6.6727 -0.5429 5.4073
C -6.0756 -1.5324 4.4406
Br -4.4671 -2.3546 5.1725
H -5.9317 0.1003 5.8779
H -7.4208 0.0754 4.9098
H -5.7479 -1.0294 3.5306
H -6.7541 -2.3414 4.1781
Br 9.1439 8.3571 4.6331
C 9.2701 8.7736 2.7354
C 8.3749 9.9275 2.3665
Br 6.5125 9.3672 2.2491
H 9.0369 7.8592 2.1936
H 10.3161 9.0316 2.5707
H 8.6212 10.3016 1.3729
H 8.4149 10.7488 3.0785
Br 4.2462 -1.2031 -1.2125
C 5.2967 -2.5100 -2.2277
C 6.5741 -1.8980 -2.7485
Br 6.2382 -0.7656 -4.2991
H 4.6497 -2.8943 -3.0144
H 5.5173 -3.3117 -1.5210
H 7.2554 -2.6708 -3.1045
H 7.0854 -1.2810 -2.0120
Br -2.4040 -6.6001 -6.8012
C -2.9502 -4.7453 -6.5535
C -1.9523 -3.9873 -5.7179
Br -2.1322 -4.4271 -3.8254
H -3.9486 -4.7646 -6.1215
H -3.0030 -4.3276 -7.5595
H -2.1369 -2.9149 -5.7787
H -0.9184 -4.1879 -5.9915
Br -4.4855 -4.5041 -10.5924
C -4.5286 -6.3472 -9.9601
C -5.9406 -6.8029 -9.6950
Br -6.6169 -6.0768 -8.0178
H -3.8886 -6.3949 -9.0814
H -4.0807 -6.9332 -10.7625
H -5.9770 -7.8850 -9.5704
H -6.6414 -6.5077 -10.4729
Br -3.2721 -3.4922 0.9869
C -4.1866 -4.1674 -0.5957
C -5.6215 -3.7102 -0.6348
Br -6.7268 -4.7364 0.5991
H -4.0791 -5.2499 -0.5857
H -3.6315 -3.7596 -1.4407
H -6.0536 -3.8895 -1.6191
H -5.7454 -2.6615 -0.3738
Br 3.6761 -3.2288 -5.8203
C 3.7870 -2.8382 -7.7252
C 2.8838 -1.6924 -8.1025
Br 1.0256 -2.2658 -8.1899
H 3.5521 -3.7608 -8.2516
H 4.8306 -2.5784 -7.9030
H 3.1190 -1.3316 -9.1038
H 2.9262 -0.8601 -7.4024
Br -10.6555 0.3210 4.3802
C -10.6522 -1.5424 4.9505
C -12.0543 -2.0651 5.1285
Br -12.8421 -1.4255 6.7914
H -10.0538 -1.5929 5.8584
H -10.1403 -2.0819 4.1532
H -12.0497 -3.1514 5.2163
H -12.7277 -1.7727 4.3257
Br 1.2950 -0.3139 9.6842
C -0.3741 -1.2117 9.2338
C -0.1231 -2.5960 8.6929
Br 0.4898 -2.5324 6.8448
H -0.9029 -0.5667 8.5349
H -0.9314 -1.2613 10.1691
H -1.0491 -3.1704 8.6648
H 0.6250 -3.1493 9.2562
```

## Properties
Total energy in Ha: -49611.95999
Highest occupied orbital energy in Eh: -0.315
LUMO energy in eV: -0.99
Kohn-Sham gap in eV: 7.59

Here are the Mulliken charges for atoms 1 to 6, given in e: -0.803, -0.500, -0.087, -0.702, -0.187, 0.228



C41H75N13O3PS3Ti as an isolated structure. Source: OMol25; level of theory: ωB97M-V with the def2-TZVPD basis set.

Structure (XYZ):
```
137
Properties=species:S:1:pos:R:3
Ti -0.1644 0.6196 -0.4820
C -2.8780 -1.0342 -3.5614
N -1.5271 -1.3956 -3.9633
C -1.4043 -1.9791 -5.2993
C -0.4569 -1.1293 -3.1989
N -0.3878 0.0073 -2.4282
C -1.1147 1.1369 -2.9357
C -0.9801 1.5485 -4.2639
C -1.7024 2.6116 -4.7570
C -2.5491 3.3212 -3.9017
C -2.6467 2.9622 -2.5746
C -1.9537 1.8553 -2.0719
N -1.9584 1.4923 -0.6849
C -2.9990 1.8568 0.1247
N -2.7522 2.3356 1.3457
C -3.7200 2.2120 2.4400
C -1.5720 3.1333 1.6715
N -4.2673 1.7228 -0.2707
C -4.6839 0.6765 -1.1973
C -5.2875 2.7317 0.0291
N 0.5563 -1.9821 -3.2323
C 0.3460 -3.4127 -3.4548
C 1.9196 -1.5786 -2.9457
H -3.5501 -1.8419 -3.8547
H -3.2099 -0.1081 -4.0364
H -2.9140 -0.9417 -2.4844
H -1.9795 -1.3615 -5.9906
H -1.7929 -2.9971 -5.3396
H -0.3665 -1.9728 -5.6208
H -0.3067 1.0012 -4.9156
H -1.6104 2.8946 -5.7987
H -3.1199 4.1634 -4.2731
H -3.2750 3.5463 -1.9098
H -4.4226 1.4105 2.2324
H -4.2665 3.1386 2.6138
H -3.1671 1.9764 3.3479
H -0.8990 3.1879 0.8287
H -1.0526 2.6933 2.5211
H -1.8892 4.1432 1.9406
H -3.9914 -0.1518 -1.1321
H -4.7407 1.0445 -2.2231
H -5.6699 0.3268 -0.8954
H -4.8392 3.5994 0.5031
H -6.0745 2.3317 0.6684
H -5.7350 3.0474 -0.9143
H 0.5795 -3.7135 -4.4752
H -0.6805 -3.6775 -3.2157
H 1.0139 -3.9548 -2.7838
H 2.1983 -1.8271 -1.9209
H 2.5952 -2.0920 -3.6291
H 2.0197 -0.5120 -3.0974
O 2.2371 -1.5477 3.9827
C 0.9739 -1.2140 4.3390
C 0.5088 -1.4460 5.6337
C -0.7813 -1.1156 5.9960
C -1.6472 -0.5428 5.0656
C -1.1837 -0.3026 3.7891
C 0.1234 -0.6259 3.3972
C 0.5100 -0.3203 2.0150
O -0.3394 0.4678 1.3104
N 1.5881 -0.7242 1.4699
N 1.7761 -0.1567 0.1847
C 3.0650 -0.0909 -0.0327
S 4.1895 -0.7204 1.1361
C 5.6479 -0.4666 0.0941
C 5.4346 0.7938 -0.7111
S 3.7651 0.6939 -1.4070
H 2.7073 -1.8781 4.7576
H 1.1799 -1.8930 6.3611
H -1.1150 -1.3041 7.0087
H -2.6624 -0.2903 5.3444
H -1.8395 0.1256 3.0417
H 5.7787 -1.3363 -0.5476
H 6.5105 -0.3777 0.7534
H 6.1298 0.8826 -1.5445
H 5.4966 1.6863 -0.0901
C 4.0519 4.2720 -0.1876
N 2.8747 3.4191 0.0319
C 2.8337 2.7566 1.3435
P 1.5078 3.6353 -0.8126
O 0.7622 2.2800 -0.8095
N 0.6219 4.8014 -0.1006
C -0.5946 5.2853 -0.7639
C 1.1780 5.7521 0.8701
N 1.7230 4.0587 -2.3601
C 1.9722 3.0916 -3.4341
C 2.0093 5.4484 -2.7398
H 4.9367 3.6545 -0.3500
H 4.2349 4.9072 0.6812
H 3.9296 4.9133 -1.0563
H 3.6955 2.0960 1.4494
H 1.9345 2.1547 1.4455
H 2.8640 3.4835 2.1594
H -0.8975 4.6091 -1.5590
H -0.4335 6.2769 -1.1954
H -1.4074 5.3626 -0.0367
H 2.0402 5.3382 1.3796
H 0.4217 5.9797 1.6220
H 1.4668 6.6888 0.3871
H 1.6168 2.1052 -3.1525
H 3.0348 3.0367 -3.6832
H 1.4247 3.4127 -4.3211
H 1.3873 5.7262 -3.5907
H 3.0554 5.5699 -3.0267
H 1.7914 6.1307 -1.9208
C 4.4826 -4.4045 1.9055
C 2.9708 -4.3154 2.0802
C 2.2121 -5.1687 1.0710
C 0.7064 -5.0367 1.2071
N 0.3118 -3.7007 0.7053
C -0.7500 -2.9282 0.9068
S -1.1849 -1.8214 -0.3939
N -1.5124 -2.9298 1.9807
C -1.3874 -3.5726 3.3046
C -2.4808 -4.5951 3.5902
C -2.3850 -5.9284 2.8476
C -2.8102 -5.8856 1.3795
H 5.0084 -3.7986 2.6466
H 4.7844 -4.0575 0.9107
H 4.8357 -5.4325 2.0128
H 2.6441 -3.2728 1.9914
H 2.6955 -4.6448 3.0881
H 2.4780 -6.2224 1.1815
H 2.5077 -4.8883 0.0485
H 0.4171 -5.1602 2.2414
H 0.1827 -5.7967 0.6267
H 0.7674 -3.4599 -0.1610
H -2.3115 -2.3222 1.8862
H -1.4548 -2.7574 4.0277
H -0.3937 -3.9898 3.4106
H -3.4540 -4.1302 3.3884
H -2.4524 -4.7774 4.6668
H -3.0249 -6.6417 3.3682
H -1.3710 -6.3282 2.9391
H -3.8592 -5.5908 1.2926
H -2.7101 -6.8688 0.9166
H -2.2224 -5.1820 0.7833
```

## Properties
Net charge: +3
Total energy in Ha: -4929.66603
Highest occupied orbital energy in Eh: -0.553
LUMO energy in eV: -7.78
Kohn-Sham gap in eV: 7.28

Here are the natural (NBO) charges for atoms 1 to 6, given in e: 1.844, -0.416, -0.418, -0.412, 0.744, -0.795



- Among the records above, which one has the highest total energy?
  C41H69N3OPtSSb2



- Number 1 is which compound?
  C41H69N3OPtSSb2



- Look up the total energy of the second one.
  -49611.95999 Ha